(1)
{
  "formula": "C5H12S2Si",
  "method": "ωB97M-V/def2-TZVPD",
  "de_lowest_kcal_mol": 74.09,
  "total_energy_ha": -1283.43238,
  "max_force_ev_per_a": 2.8,
  "multiplicity": 1,
  "symbols": ["C", "C", "C", "C", "C", "Si", "S", "S", "H", "H", "H", "H", "H", "H", "H", "H", "H", "H", "H", "H"],
  "xyz": [[1.848, 0.370, 0.463], [3.373, 0.603, 0.368], [1.499, -0.760, -0.498], [-1.118, 0.206, -0.935], [-3.272, -0.405, 1.074], [-2.931, 0.071, -0.783], [3.980, 0.314, -1.326], [-0.312, -1.265, -0.497], [1.487, 0.081, 1.534], [1.354, 1.288, 0.302], [3.606, 1.646, 0.578], [4.057, -0.081, 0.924], [1.571, -0.383, -1.562], [2.075, -1.625, -0.037], [-0.396, 1.101, -1.168], [-3.596, -1.444, 1.364], [-2.288, -0.269, 1.502], [-3.976, 0.274, 1.587], [-3.450, -1.050, -1.685], [-3.511, 1.329, -1.204]]
}



(2)
{
  "formula": "C11H13CdN2O6",
  "method": "ωB97M-V/def2-TZVPD",
  "de_lowest_kcal_mol": 0.00,
  "charge": 1,
  "total_energy_ha": -1155.28233,
  "max_force_ev_per_a": 5.2,
  "multiplicity": 1,
  "symbols": ["O", "C", "Cd", "O", "C", "C", "O", "C", "O", "C", "O", "H", "C", "N", "C", "C", "C", "N", "C", "C", "O", "H", "H", "H", "H", "H", "H", "H", "H", "H", "H", "H", "H"],
  "xyz": [[0.500, 0.023, -5.875], [-0.422, 0.007, -5.147], [-0.221, -0.023, -2.399], [2.964, 0.006, -4.348], [2.035, 0.000, -3.689], [-2.686, -0.082, -2.900], [-3.749, -0.134, -2.491], [-0.159, -2.221, -2.729], [-0.046, -3.369, -2.764], [-0.184, 2.180, -2.696], [-0.067, 3.322, -2.737], [-1.538, 0.003, -5.470], [-0.664, 2.333, 1.093], [-0.232, 1.147, 1.814], [0.726, 1.331, 2.882], [0.845, 0.101, 3.747], [0.943, -1.149, 2.926], [0.026, -1.167, 1.811], [-0.162, -2.454, 1.145], [-0.420, -0.047, 1.189], [-1.042, -0.104, 0.076], [-0.431, 3.205, 1.715], [-1.748, 2.285, 0.923], [-0.149, 2.414, 0.123], [1.721, 1.605, 2.479], [0.390, 2.189, 3.475], [-0.009, 0.045, 4.424], [1.740, 0.192, 4.364], [0.711, -2.018, 3.540], [1.969, -1.275, 2.553], [0.825, -2.924, 0.989], [-0.779, -3.101, 1.788], [-0.685, -2.322, 0.190]]
}



(3)
{
  "formula": "C15H29CuN7SSeSi",
  "method": "ωB97M-V/def2-TZVPD",
  "de_lowest_kcal_mol": 24.52,
  "charge": -1,
  "total_energy_ha": -5701.96631,
  "max_force_ev_per_a": 1.6,
  "multiplicity": 1,
  "symbols": ["Cu", "N", "C", "S", "N", "N", "C", "C", "C", "C", "C", "C", "N", "H", "H", "H", "H", "H", "H", "H", "C", "Si", "C", "C", "Se", "H", "H", "H", "H", "H", "H", "H", "H", "H", "C", "N", "C", "C", "N", "N", "C", "C", "H", "H", "H", "H", "H", "H", "H", "H", "H", "H", "H", "H", "H"],
  "xyz": [[0.406, -0.634, 0.193], [3.884, -0.961, 2.833], [2.839, -0.563, 2.034], [2.805, -1.213, 0.452], [1.976, 0.275, 2.547], [0.813, 0.382, 1.898], [-0.009, 1.358, 2.113], [-1.210, 1.373, 1.327], [-2.349, 2.098, 1.696], [-3.456, 2.074, 0.878], [-3.396, 1.355, -0.313], [-2.230, 0.678, -0.620], [-1.179, 0.660, 0.183], [4.726, -1.208, 2.339], [4.011, -0.413, 3.669], [0.196, 2.167, 2.808], [-2.351, 2.661, 2.619], [-4.351, 2.618, 1.149], [-4.225, 1.360, -1.004], [-2.118, 0.159, -1.563], [1.873, 5.578, -1.235], [0.116, 4.826, -1.171], [-1.074, 6.185, -1.793], [-0.233, 4.624, 0.694], [-0.188, 2.977, -2.325], [1.847, 6.608, -0.888], [2.285, 5.570, -2.238], [2.555, 5.026, -0.594], [-0.921, 7.133, -1.285], [-2.102, 5.874, -1.636], [-0.941, 6.336, -2.859], [-0.078, 5.551, 1.243], [0.428, 3.870, 1.105], [-1.255, 4.296, 0.857], [-1.075, -5.220, 0.591], [-0.165, -4.097, 0.521], [-0.155, -3.278, 1.710], [0.063, -3.515, -0.706], [-0.046, -2.251, -0.898], [0.371, -4.441, -1.699], [0.443, -3.976, -3.066], [1.360, -5.455, -1.395], [-2.085, -4.876, 0.852], [-0.737, -5.917, 1.363], [-1.114, -5.734, -0.366], [0.048, -3.924, 2.567], [-1.103, -2.752, 1.865], [0.645, -2.544, 1.617], [0.230, -1.936, -1.822], [1.298, -3.316, -3.252], [-0.475, -3.453, -3.326], [0.542, -4.847, -3.713], [1.437, -5.584, -0.321], [2.341, -5.156, -1.777], [1.082, -6.406, -1.857]]
}



(4)
{
  "formula": "C40H32N8O4Rb",
  "method": "ωB97M-V/def2-TZVPD",
  "de_lowest_kcal_mol": 5.15,
  "charge": -1,
  "total_energy_ha": -2306.68469,
  "max_force_ev_per_a": 1.1,
  "multiplicity": 1,
  "symbols": ["Rb", "C", "C", "O", "C", "C", "O", "C", "C", "O", "C", "C", "O", "H", "H", "H", "H", "H", "H", "H", "H", "H", "H", "H", "H", "H", "H", "H", "H", "C", "C", "C", "C", "C", "N", "C", "N", "C", "C", "C", "C", "C", "C", "C", "C", "N", "C", "N", "C", "N", "C", "N", "C", "N", "C", "C", "C", "C", "C", "C", "C", "C", "C", "C", "C", "C", "N", "C", "C", "H", "H", "H", "H", "H", "H", "H", "H", "H", "H", "H", "H", "H", "H", "H", "H"],
  "xyz": [[-0.279, 0.153, 0.095], [0.504, -2.982, -2.079], [1.491, -1.849, -2.256], [1.951, -1.293, -1.035], [2.748, -2.114, -0.207], [1.961, -2.816, 0.882], [1.354, -1.847, 1.708], [0.512, -2.363, 2.726], [-0.668, -3.160, 2.212], [-1.414, -2.343, 1.344], [-2.203, -3.033, 0.389], [-1.362, -3.573, -0.754], [-0.526, -2.543, -1.228], [0.989, -3.873, -1.653], [0.111, -3.267, -3.065], [1.020, -1.025, -2.793], [2.339, -2.202, -2.858], [3.491, -1.458, 0.251], [3.283, -2.867, -0.802], [2.651, -3.443, 1.469], [1.206, -3.468, 0.437], [0.151, -1.491, 3.273], [1.088, -2.985, 3.426], [-1.276, -3.469, 3.075], [-0.339, -4.075, 1.708], [-2.939, -2.316, 0.032], [-2.745, -3.863, 0.862], [-2.031, -3.939, -1.544], [-0.739, -4.420, -0.430], [2.529, 2.327, -5.851], [1.662, 1.381, -6.414], [0.575, 0.894, -5.702], [0.381, 1.366, -4.410], [-0.629, 1.083, -3.377], [-0.322, 1.778, -2.247], [0.737, 2.557, -2.488], [1.243, 3.528, -1.705], [0.839, 3.706, -0.458], [1.081, 4.968, 0.287], [1.720, 6.150, -0.047], [1.754, 7.158, 0.910], [1.145, 6.989, 2.157], [0.491, 5.805, 2.479], [0.477, 4.799, 1.528], [-0.115, 3.439, 1.505], [-0.805, 2.935, 2.514], [-1.671, 1.915, 2.334], [-2.243, 1.538, 1.185], [-3.127, 0.533, 1.435], [-3.903, -0.104, 0.559], [-3.674, -0.073, -0.760], [-2.530, 0.293, -1.367], [-2.633, 0.092, -2.688], [-1.701, 0.339, -3.618], [-3.949, -0.491, -2.991], [-4.551, -0.931, -4.163], [-5.823, -1.477, -4.076], [-6.487, -1.578, -2.845], [-5.889, -1.133, -1.676], [-4.611, -0.593, -1.762], [-3.122, 0.230, 2.871], [-3.776, -0.727, 3.637], [-3.492, -0.779, 4.993], [-2.566, 0.102, 5.571], [-1.905, 1.049, 4.803], [-2.193, 1.101, 3.444], [0.167, 2.849, 0.326], [1.246, 2.305, -3.849], [2.326, 2.803, -4.564], [3.367, 2.691, -6.434], [1.845, 1.028, -7.422], [-0.108, 0.170, -6.130], [2.176, 6.268, -1.021], [2.254, 8.093, 0.685], [1.183, 7.797, 2.878], [0.003, 5.664, 3.435], [-4.035, -0.850, -5.111], [-6.316, -1.834, -4.973], [-7.481, -2.008, -2.810], [-6.389, -1.203, -0.718], [-4.483, -1.407, 3.177], [-3.989, -1.508, 5.623], [-2.368, 0.037, 6.635], [-1.182, 1.729, 5.237], [2.983, 3.540, -4.118]]
}



(5)
{
  "formula": "C9H21NO2Si",
  "method": "ωB97M-V/def2-TZVPD",
  "de_lowest_kcal_mol": 14.63,
  "smiles": "CC/C=N/[C@H](CCC)[SiH](OC)OC",
  "total_energy_ha": -850.18395,
  "max_force_ev_per_a": 4.0,
  "multiplicity": 1,
  "symbols": ["C", "C", "C", "N", "C", "C", "C", "C", "Si", "O", "C", "O", "C", "H", "H", "H", "H", "H", "H", "H", "H", "H", "H", "H", "H", "H", "H", "H", "H", "H", "H", "H", "H", "H"],
  "xyz": [[3.460, 1.479, 1.320], [2.338, 2.404, 0.813], [1.451, 1.450, 0.065], [0.172, 1.559, 0.067], [-0.815, 0.310, -0.777], [-2.188, 0.384, -0.071], [-3.335, 1.086, -0.915], [-4.634, 0.837, -0.124], [-0.127, -1.500, -0.661], [-0.079, -1.983, 0.871], [0.779, -1.870, 1.937], [1.355, -1.491, -1.438], [2.072, -2.548, -2.008], [4.033, 2.024, 1.991], [3.026, 0.673, 1.778], [3.939, 1.092, 0.372], [2.793, 2.974, -0.011], [1.883, 2.850, 1.750], [1.917, 0.690, -0.471], [-0.956, 0.852, -1.800], [-2.361, -0.731, 0.013], [-2.051, 0.791, 0.935], [-3.157, 2.215, -0.911], [-3.556, 0.689, -1.900], [-5.391, 1.565, -0.529], [-4.318, 0.874, 0.938], [-5.025, -0.142, -0.208], [-1.113, -2.403, -1.259], [0.865, -2.728, 2.615], [0.449, -0.953, 2.544], [1.818, -1.725, 1.497], [2.169, -3.411, -1.292], [3.162, -2.370, -2.250], [1.427, -2.940, -2.882]]
}



(6)
{
  "formula": "C2H3FO3S",
  "method": "ωB97M-V/def2-TZVPD",
  "de_lowest_kcal_mol": 140.18,
  "total_energy_ha": -801.54149,
  "max_force_ev_per_a": 1.9,
  "multiplicity": 1,
  "symbols": ["C", "C", "O", "O", "O", "F", "S", "H", "H", "H"],
  "xyz": [[-2.641, -0.465, 0.578], [-3.132, -0.747, -0.473], [0.526, -2.370, 0.209], [1.106, 0.006, 0.226], [3.180, 1.876, -1.004], [3.568, 2.801, -0.052], [0.453, -1.089, 0.874], [-2.547, -0.709, 1.593], [2.724, 1.221, -0.459], [-3.238, -0.523, -1.492]]
}